P:
Formula: C4H8O3
Source: the Open Molecules 2025 dataset
Level of theory: ωB97M-V with the def2-TZVPD basis set

As for the molar mass: 104.1 g mol⁻¹. The value obtained for the frontier orbital gap is 10.5201 eV. The calculation puts the LUMO energy at 0.3 eV. As for the HOMO energy: -10.2 eV. As for the multiplicity: 1. The SMILES is O=CCCC=O.O.

The geometry in XYZ format:
```
15
Properties=species:S:1:pos:R:3:mulliken_charge:R:1
O -0.8886 2.7324 -0.5410 -0.4940
C 0.1386 2.1005 -0.2206 -0.1060
C 0.0774 0.6403 -0.0392 -0.2168
C -0.3920 -0.0773 -1.2222 -0.4823
C -0.2766 -1.5896 -1.0704 0.0416
O 0.2077 -2.3333 -1.9077 -0.4769
H 1.1411 2.7155 -0.0546 0.2873
H 1.0290 0.3582 0.3455 0.4967
H -0.6676 0.5419 0.8402 0.0723
H 0.2894 0.0595 -2.0022 0.3193
H -1.4669 0.2037 -1.5682 0.3193
H -0.7541 -2.0758 -0.1047 0.2399
O 0.8875 -1.0881 2.6852 -0.6464
H 0.2017 -0.3981 2.6983 0.3244
H 0.4736 -1.7898 2.1617 0.3217
```

=====

Q:
Formula: C4H8O3
Source: the Open Molecules 2025 dataset
Level of theory: ωB97M-V with the def2-TZVPD basis set

As for the molar mass: 104.1 g mol⁻¹. The value obtained for the frontier orbital gap is 8.7067 eV. The calculation puts the LUMO energy at -0.1 eV. As for the HOMO energy: -8.8 eV. As for the multiplicity: 1.

The geometry in XYZ format:
```
15
Properties=species:S:1:pos:R:3:mulliken_charge:R:1
O -2.4210 0.1596 0.0902 -0.5044
C -1.6378 -1.0005 0.0131 -0.2543
C -0.3058 -0.9103 -0.6558 -0.2361
C 1.4457 0.2927 0.6584 -0.4762
O 2.4281 -0.4800 0.0283 -0.5156
C 0.6069 1.1269 -0.3184 -0.2566
O -0.2097 0.3238 -1.1979 -0.2989
H -2.2293 0.6737 -0.7072 0.3255
H -1.3811 -1.3115 1.0416 0.2540
H -2.1568 -1.8597 -0.4413 0.3134
H 1.9499 1.0120 1.3045 0.3566
H 0.8085 -0.3253 1.3167 0.2496
H 1.9434 -1.1909 -0.4269 0.4587
H 1.2632 1.7350 -0.9388 0.3213
H -0.1044 1.7546 0.2333 0.2630
```

=====

Stability ranking, top entry: P; the second entry is 260.0 kJ/mol less favorable.

=====

P:
Formula: C3H11N3O2
Source: the Open Molecules 2025 dataset
Level of theory: ωB97M-V with the def2-TZVPD basis set

As for the molar mass: 121.1 g mol⁻¹. The value obtained for the frontier orbital gap is 9.3252 eV. The calculation puts the LUMO energy at 0.8 eV. As for the HOMO energy: -8.5 eV. As for the multiplicity: 1. The SMILES is [H]/N=C(\N)OC.CNO.

The geometry in XYZ format:
```
19
Properties=species:S:1:pos:R:3:mulliken_charge:R:1
H 0.3590 -1.7472 -1.2249 0.2220
N 0.8487 -0.9052 -0.9451 -0.6918
C 0.8837 -0.7351 0.3083 0.6027
N 0.5482 -1.6461 1.2851 -0.4800
O 1.6717 0.2891 0.8645 -0.3883
C 2.4894 0.9944 -0.0440 -0.6259
H -0.4217 -1.9214 1.3439 0.2657
H 0.8942 -1.4769 2.2178 0.2460
H 3.0864 0.3080 -0.6502 0.2925
H 1.8734 1.5902 -0.7228 0.2605
H 3.1631 1.6036 0.5576 0.2466
C -1.8148 0.9344 -1.0485 -0.6991
N -1.8253 0.5595 0.3501 -0.3203
O -2.1872 -0.7878 0.6072 -0.4329
H -2.7195 0.5795 -1.5405 0.2863
H -0.9474 0.5587 -1.5985 0.2934
H -1.8003 2.0218 -1.0860 0.2874
H -1.0052 0.8514 0.8818 0.3311
H -3.0962 -1.0710 0.4444 0.3042
```

=====

Q:
Formula: C3H11N3O2
Source: the Open Molecules 2025 dataset
Level of theory: ωB97M-V with the def2-TZVPD basis set

As for the molar mass: 121.1 g mol⁻¹. The value obtained for the frontier orbital gap is 10.1529 eV. The calculation puts the LUMO energy at 0.7 eV. As for the HOMO energy: -9.5 eV. As for the multiplicity: 1. The SMILES is NCCNC(N)=O.O.

The geometry in XYZ format:
```
19
Properties=species:S:1:pos:R:3:mulliken_charge:R:1
N -0.8572 1.6707 1.4681 -0.5367
C 0.4238 0.9608 1.3895 -0.3468
C 0.6220 0.4038 -0.0090 -0.7820
N -0.2596 -0.6876 -0.3177 -0.0568
C 0.0154 -2.0303 -0.4753 0.4561
N 1.3355 -2.3814 -0.4721 -0.3715
O -0.8981 -2.8135 -0.6434 -0.6456
H -1.5919 1.0888 1.8390 0.2084
H -0.7688 2.5264 2.0064 0.2053
H 0.4778 0.1617 2.1369 0.2529
H 1.2661 1.6109 1.6428 0.4104
H 0.5292 1.2367 -0.6991 0.2737
H 1.6578 0.0685 -0.1388 0.3052
H -1.2515 -0.5404 -0.4012 0.2372
H 1.5521 -3.3456 -0.6693 0.2385
H 2.0058 -1.8731 0.0717 0.1795
O -1.3480 1.6037 -2.5192 -0.6675
H -1.4625 0.6469 -2.6474 0.3248
H -1.4478 1.6930 -1.5617 0.3151
```

=====

Stability ranking, top entry: Q; the second entry is 308.3 kJ/mol less favorable.

=====

P:
Formula: C2H5N2
Source: the Open Molecules 2025 dataset
Level of theory: ωB97M-V with the def2-TZVPD basis set

As for the molar mass: 57.1 g mol⁻¹. The value obtained for the frontier orbital gap is 11.5845 eV. The calculation puts the LUMO energy at -4.3 eV. As for the HOMO energy: -15.9 eV. The total charge is +1. As for the multiplicity: 1.

The geometry in XYZ format:
```
9
Properties=species:S:1:pos:R:3:mulliken_charge:R:1
C 0.4131 -0.5726 -0.7871 0.0667
C -0.3423 0.3822 0.7684 -0.2209
N -0.8423 -0.4172 -0.3541 -0.3230
N 0.9603 0.2742 0.0996 -0.2514
H 0.7648 -1.0321 -1.6629 0.3915
H -0.6922 1.5046 0.8633 0.2987
H -0.3253 -0.0744 1.8322 0.2728
H -1.7532 -1.0020 -0.9504 0.4273
H 1.8172 0.9374 0.1909 0.3382
```

=====

Q:
Formula: C2H5N2
Source: the Open Molecules 2025 dataset
Level of theory: ωB97M-V with the def2-TZVPD basis set

As for the molar mass: 57.1 g mol⁻¹. The value obtained for the frontier orbital gap is 9.9681 eV. The calculation puts the LUMO energy at -7.3 eV. As for the HOMO energy: -17.2 eV. The total charge is +1. As for the multiplicity: 1. The SMILES is CC=[N+]=N.

The geometry in XYZ format:
```
9
Properties=species:S:1:pos:R:3:mulliken_charge:R:1
C 0.1232 -1.2457 -0.3150 -0.8613
C -0.5889 0.0334 -0.0692 0.1478
N -0.0912 1.0960 0.2635 0.3283
N 0.5017 2.0865 0.9352 -0.3072
H -0.5302 -2.0490 -0.5711 0.3329
H 0.6992 -1.4359 0.7180 0.3020
H 0.8730 -1.3086 -1.1225 0.3355
H -1.6461 -0.0861 -0.1668 0.3889
H 0.6592 2.9094 0.3280 0.3332
```

=====

R:
Formula: C2H5N2
Source: the Open Molecules 2025 dataset
Level of theory: ωB97M-V with the def2-TZVPD basis set

As for the molar mass: 57.1 g mol⁻¹. The value obtained for the frontier orbital gap (spin up / spin down) is 6.1384 / 5.6223 eV. The calculation puts the LUMO energy (spin up / spin down) at -8.9 / -9.8 eV. As for the HOMO energy (spin up / spin down): -15.0 / -15.4 eV. The total charge is +1. As for the multiplicity: 1.

The geometry in XYZ format:
```
9
Properties=species:S:1:pos:R:3:mulliken_charge:R:1
C 0.4931 -0.1837 0.9005 0.1036
C -0.2788 0.4517 -0.7816 -0.1773
N 0.3580 -0.7542 -0.2692 -0.3411
N -0.0116 1.0094 0.5413 -0.2076
H 0.9056 -0.5296 1.8299 0.3765
H 0.2429 0.9214 -1.6186 0.2837
H -1.3397 0.3335 -1.0066 0.2612
H -0.5451 -3.2054 -0.4416 0.4222
H 0.1756 1.9568 0.8459 0.2789
```

=====

Stability ranking, top entry: P; the second entry is 134.9 kJ/mol less favorable.